Formula: C3H15N2O2
Source: OMol25
Level of theory: the ωB97M-V functional and the def2-TZVPD basis

Computed properties:
- charge = +1
- gap between HOMO and LUMO (Eh) = 0.3926
- M (g/mol) = 111.16
- F_max (eV Å⁻¹) = 2.26
- energy above the lowest of the compared OMol25 structures with the same formula, charge and spin (kcal/mol) = 28.2
- E_tot (Eh) = -383.0310

Element x y z (Å)
1 N 0.856 -1.082 0.747
2 C -0.491 -0.416 1.202
3 C -1.416 -1.437 1.778
4 C -1.078 0.171 -0.100
5 N -0.055 0.623 -1.064
6 H 0.493 -1.811 0.123
7 H 1.427 -1.381 1.536
8 H 1.344 -0.399 0.074
9 H -0.127 0.329 1.958
10 H -1.752 -2.242 1.062
11 H -2.338 -0.892 2.108
12 H -1.008 -2.223 2.424
13 H -1.882 -0.417 -0.546
14 H -1.778 0.994 0.170
15 H 0.178 1.542 -0.670
16 H -0.464 0.605 -1.987
17 H -1.968 2.751 -3.265
18 H -0.754 2.259 -4.130
19 O -1.247 2.119 -3.316
20 H 4.053 -0.436 0.436
21 H 4.336 0.886 1.008
22 O 3.673 0.455 0.451

Formula: C3H15N2O3
Source: OMol25
Level of theory: the ωB97M-V functional and the def2-TZVPD basis

Computed properties:
- charge = +2
- gap between HOMO and LUMO (spin up / spin down) (Eh) = 0.4200 / 0.1990
- M (g/mol) = 127.16
- expectation value of S² = 0.75
- F_max (eV Å⁻¹) = 2.75
- energy above the lowest of the compared OMol25 structures with the same formula, charge and spin (kcal/mol) = 28.4
- spin multiplicity = 2
- E_tot (Eh) = -457.7988

Element x y z (Å)
1 N 0.475 1.364 0.295
2 C 0.296 0.192 1.323
3 C -0.814 0.635 2.233
4 O -0.609 2.005 2.530
5 C 0.140 -1.211 0.683
6 N 1.144 -1.390 -0.329
7 H 1.001 2.048 0.845
8 H -0.422 1.816 0.113
9 H 0.877 1.095 -0.598
10 H 1.278 0.263 1.795
11 H -0.735 -0.046 3.089
12 H -1.892 0.529 2.060
13 H -0.646 2.153 3.482
14 H 0.143 -2.012 1.446
15 H -0.840 -1.288 0.202
16 H 2.112 -1.325 0.008
17 H 0.973 -2.128 -1.019
18 H -0.796 -2.052 -3.512
19 H -0.071 -0.902 -4.299
20 O -0.131 -1.358 -3.453
21 H -0.007 -0.064 -2.148
22 H -1.063 0.865 -2.726
23 O -0.413 0.812 -2.020

Formula: C3H15NO3
Source: OMol25
Level of theory: the ωB97M-V functional and the def2-TZVPD basis

Computed properties:
- gap between HOMO and LUMO (Eh) = 0.3726
- M (g/mol) = 113.16
- F_max (eV Å⁻¹) = 2.28
- energy above the lowest of the compared OMol25 structures with the same formula, charge and spin (kcal/mol) = 31.6
- SMILES = CCCN.O.O.O
- E_tot (Eh) = -403.7369

Element x y z (Å)
1 C 0.432 1.368 -1.314
2 C 1.872 1.133 -0.740
3 C 2.048 -0.244 -0.165
4 N 0.294 1.826 -2.717
5 H -0.021 2.113 -0.654
6 H -0.079 0.415 -1.185
7 H 2.003 1.962 -0.040
8 H 2.576 1.412 -1.535
9 H 1.293 -0.344 0.625
10 H 2.994 -0.462 0.323
11 H 1.809 -0.966 -0.950
12 H 0.907 2.625 -2.886
13 H -0.629 2.261 -2.699
14 H 0.041 -3.144 -0.726
15 H -0.974 -2.293 -1.413
16 O -0.863 -3.187 -1.033
17 H -0.327 0.651 4.725
18 H -1.404 1.018 5.740
19 O -1.163 0.346 5.076
20 H -4.233 -2.575 0.672
21 H -2.844 -2.099 0.559
22 O -3.731 -1.817 0.338

Formula: C3H15NO4
Source: OMol25
Level of theory: the ωB97M-V functional and the def2-TZVPD basis

Computed properties:
- gap between HOMO and LUMO (Eh) = 0.3592
- M (g/mol) = 129.16
- F_max (eV Å⁻¹) = 2.34
- energy above the lowest of the compared OMol25 structures with the same formula, charge and spin (kcal/mol) = 37.5
- SMILES = CNCCO.O.O.O
- E_tot (Eh) = -478.9691

Element x y z (Å)
1 C 0.718 -2.396 0.695
2 N -0.073 -1.489 -0.114
3 C -1.260 -0.973 0.523
4 C -2.249 -0.478 -0.501
5 O -2.023 0.903 -0.859
6 H 1.107 -1.764 1.507
7 H 1.595 -2.771 0.184
8 H 0.134 -3.076 1.325
9 H -0.294 -1.875 -1.015
10 H -1.711 -1.546 1.344
11 H -1.014 -0.061 1.084
12 H -2.269 -1.056 -1.435
13 H -3.296 -0.470 -0.187
14 H -1.104 1.094 -0.738
15 H 1.106 3.093 -0.965
16 H -0.187 3.422 -0.204
17 O 0.191 2.836 -0.863
18 H 0.979 0.800 -1.083
19 H 1.896 -0.330 -1.484
20 O 1.898 0.560 -1.216
21 H 2.508 -0.311 2.077
22 H 1.505 0.676 1.474
23 O 2.034 0.503 2.254

Formula: C3H15NO4
Source: OMol25
Level of theory: the ωB97M-V functional and the def2-TZVPD basis

Computed properties:
- gap between HOMO and LUMO (Eh) = 0.3503
- M (g/mol) = 129.16
- F_max (eV Å⁻¹) = 10.60
- energy above the lowest of the compared OMol25 structures with the same formula, charge and spin (kcal/mol) = 70.1
- SMILES = CCNCO.O.O.O
- E_tot (Eh) = -478.9171

Element x y z (Å)
1 C -1.141 -1.299 -0.219
2 N -0.085 -0.324 0.113
3 C 1.270 -0.734 -0.353
4 O 2.025 -1.151 0.749
5 C -2.420 -1.398 0.743
6 H -0.693 -2.319 -0.388
7 H -1.516 -1.261 -1.213
8 H -0.069 -0.293 1.162
9 H 1.701 0.102 -0.946
10 H 1.309 -1.676 -1.046
11 H 2.035 -0.483 1.447
12 H -2.013 -1.778 1.705
13 H -3.201 -1.969 0.239
14 H -2.911 -0.376 0.985
15 H -0.444 1.623 -0.480
16 H 0.804 2.485 -0.508
17 O -0.143 2.595 -0.015
18 H 0.937 1.576 1.345
19 H 0.182 1.611 2.715
20 O 0.961 1.287 2.303
21 H 1.618 1.944 -2.849
22 H 0.910 0.545 -2.943
23 O 0.886 1.294 -2.545

Formula: C3H16N2O2
Source: OMol25
Level of theory: the ωB97M-V functional and the def2-TZVPD basis

Computed properties:
- charge = +2
- gap between HOMO and LUMO (Eh) = 0.4622
- M (g/mol) = 112.17
- F_max (eV Å⁻¹) = 2.43
- energy above the lowest of the compared OMol25 structures with the same formula, charge and spin (kcal/mol) = 27.3
- E_tot (Eh) = -383.2916

Element x y z (Å)
1 C -0.690 0.793 -0.032
2 C 0.784 0.558 0.226
3 C 1.554 -0.537 -0.482
4 N 1.212 -1.956 0.008
5 N -0.983 2.084 -0.760
6 H -1.396 0.797 0.806
7 H -1.068 -0.100 -0.554
8 H 0.894 0.501 1.324
9 H 1.373 1.477 0.094
10 H 1.341 -0.565 -1.554
11 H 2.610 -0.479 -0.209
12 H 0.208 -2.064 0.131
13 H 1.594 -2.676 -0.604
14 H 1.618 -2.060 0.955
15 H -0.328 2.330 -1.500
16 H -1.046 2.775 -0.009
17 H -1.913 2.100 -1.199
18 H -3.685 1.201 -2.394
19 H -3.531 -0.117 -1.741
20 O -2.992 0.662 -1.968
21 H 0.718 -1.693 3.069
22 H 2.107 -1.577 3.611
23 O 1.619 -1.454 2.783

Formula: C3H16N2O2
Source: OMol25
Level of theory: the ωB97M-V functional and the def2-TZVPD basis

Computed properties:
- charge = +2
- gap between HOMO and LUMO (Eh) = 0.4262
- M (g/mol) = 112.17
- F_max (eV Å⁻¹) = 3.41
- energy above the lowest of the compared OMol25 structures with the same formula, charge and spin (kcal/mol) = 43.0
- E_tot (Eh) = -383.2666

Element x y z (Å)
1 C 1.904 -0.133 0.139
2 C 0.510 0.491 0.132
3 C -0.432 -0.386 1.040
4 N -1.594 0.317 1.586
5 N 2.225 -0.680 -1.231
6 H 1.864 -0.993 0.875
7 H 2.791 0.557 0.394
8 H 0.140 0.397 -0.912
9 H 0.417 1.499 0.370
10 H -0.709 -1.269 0.364
11 H 0.255 -0.785 1.763
12 H -2.151 0.663 0.789
13 H -2.116 -0.267 2.212
14 H -1.328 1.157 2.113
15 H 3.113 -1.219 -1.254
16 H 2.411 0.011 -2.026
17 H 1.405 -1.110 -1.578
18 H 2.072 0.670 -4.808
19 H 0.575 0.228 -4.626
20 O 1.439 0.133 -4.191
21 H -4.976 0.218 2.607
22 H -3.778 0.412 3.545
23 O -4.040 0.088 2.697

Formula: C3H16NO3
Source: OMol25
Level of theory: the ωB97M-V functional and the def2-TZVPD basis

Computed properties:
- charge = +1
- gap between HOMO and LUMO (Eh) = 0.3940
- M (g/mol) = 114.16
- F_max (eV Å⁻¹) = 5.61
- energy above the lowest of the compared OMol25 structures with the same formula, charge and spin (kcal/mol) = 75.5
- E_tot (Eh) = -404.0438

Element x y z (Å)
1 C -0.872 0.310 0.800
2 C 0.302 -0.113 -0.160
3 C 0.165 -1.602 -0.291
4 N 0.188 0.633 -1.440
5 H -0.847 1.322 0.874
6 H -1.869 -0.384 0.673
7 H -0.588 -0.197 1.712
8 H 1.195 0.448 0.297
9 H 0.068 -2.160 0.590
10 H 1.082 -1.964 -0.829
11 H -0.627 -1.947 -1.059
12 H 1.096 0.392 -2.017
13 H -0.780 0.558 -1.954
14 H 0.280 1.582 -1.425
15 H -0.840 -1.249 4.018
16 H -1.476 -2.392 3.177
17 O -1.737 -1.717 3.906
18 H 2.741 -0.938 -2.161
19 H 3.209 -0.961 -0.693
20 O 2.435 -0.602 -1.252
21 H -0.403 4.033 -1.364
22 H -1.614 3.570 -0.278
23 O -1.108 3.379 -1.124

Formula: C3H16NO5
Source: OMol25
Level of theory: the ωB97M-V functional and the def2-TZVPD basis

Computed properties:
- charge = -1
- gap between HOMO and LUMO (Eh) = 0.3416
- M (g/mol) = 146.16
- F_max (eV Å⁻¹) = 2.48
- energy above the lowest of the compared OMol25 structures with the same formula, charge and spin (kcal/mol) = 11.8
- E_tot (Eh) = -554.8892

Element x y z (Å)
1 C -2.119 0.162 -0.527
2 O -2.325 -0.824 0.427
3 C -0.861 -0.254 -1.407
4 C -0.481 0.892 -2.302
5 N 0.278 -0.908 -0.702
6 H -2.081 1.126 0.035
7 H -3.081 0.066 -1.089
8 H -1.059 -1.173 -1.971
9 H -0.606 0.779 -3.368
10 H -1.101 1.843 -2.170
11 H 0.550 1.232 -2.250
12 H 0.505 -0.249 0.026
13 H -0.044 -1.735 -0.180
14 H -1.612 -0.870 1.163
15 H -0.522 -1.229 2.914
16 O -0.300 -0.814 2.069
17 H 0.515 1.862 1.382
18 H -0.008 0.560 2.193
19 O 0.423 1.540 2.282
20 H 3.095 0.070 -0.460
21 H 2.112 -0.497 -1.449
22 O 2.864 0.121 -1.399
23 H 1.425 -1.113 2.061
24 H 2.116 0.077 2.654
25 O 2.316 -0.664 2.069

Formula: C3H16O4S
Source: OMol25
Level of theory: the ωB97M-V functional and the def2-TZVPD basis

Computed properties:
- gap between HOMO and LUMO (Eh) = 0.3436
- M (g/mol) = 148.22
- F_max (eV Å⁻¹) = 0.96
- energy above the lowest of the compared OMol25 structures with the same formula, charge and spin (kcal/mol) = 11.1
- SMILES = CCCS.O.O.O.O
- E_tot (Eh) = -823.0432

Element x y z (Å)
1 C 1.361 -0.569 1.928
2 C -0.056 -0.481 1.347
3 C -0.750 0.804 1.774
4 S -2.571 0.769 1.663
5 H 1.990 -1.261 1.372
6 H 1.864 0.398 1.821
7 H 1.380 -0.876 2.976
8 H -0.619 -1.328 1.707
9 H 0.063 -0.575 0.271
10 H -0.530 0.925 2.835
11 H -0.363 1.682 1.265
12 H -2.719 1.767 0.784
13 H -0.481 2.265 -1.282
14 H -1.019 0.880 -1.307
15 O -0.176 1.356 -1.401
16 H -2.878 -1.021 -2.654
17 H -1.469 -1.165 -2.032
18 O -2.166 -0.523 -2.243
19 H 1.112 -1.299 -1.844
20 H 0.543 -2.654 -1.348
21 O 0.293 -1.792 -1.694
22 H 3.121 1.204 -1.400
23 H 1.605 0.965 -1.328
24 O 2.465 0.529 -1.210

Formula: C3H16O5
Source: OMol25
Level of theory: the ωB97M-V functional and the def2-TZVPD basis

Computed properties:
- charge = +1
- gap between HOMO and LUMO (spin up / spin down) (Eh) = 0.3674 / 0.1241
- M (g/mol) = 132.16
- expectation value of S² = 0.75
- F_max (eV Å⁻¹) = 2.83
- energy above the lowest of the compared OMol25 structures with the same formula, charge and spin (kcal/mol) = 9.0
- spin multiplicity = 2
- E_tot (Eh) = -499.6916

Element x y z (Å)
1 C -1.933 0.585 -2.033
2 C -1.554 1.211 -0.669
3 C -1.408 2.737 -0.647
4 O -0.347 0.559 -0.324
5 H -1.692 -0.466 -2.205
6 H -1.244 1.003 -2.783
7 H -2.937 0.821 -2.352
8 H -2.172 0.804 0.135
9 H -2.368 3.153 -0.942
10 H -0.618 3.020 -1.335
11 H -1.136 3.032 0.362
12 H 0.341 0.783 -0.976
13 H -0.431 -3.536 -0.530
14 H 0.628 -3.201 -1.565
15 O -0.318 -3.129 -1.393
16 H 3.218 -2.023 0.255
17 H 2.393 -2.594 1.393
18 O 2.895 -2.856 0.612
19 H 2.432 -0.425 2.900
20 H 1.565 -1.184 3.950
21 O 2.106 -1.285 3.167
22 H 0.868 1.790 1.739
23 H 0.673 0.331 1.268
24 O 1.038 0.868 1.974

Formula: C3H17N2O3
Source: OMol25
Level of theory: the ωB97M-V functional and the def2-TZVPD basis

Computed properties:
- charge = +1
- gap between HOMO and LUMO (Eh) = 0.3391
- M (g/mol) = 129.18
- F_max (eV Å⁻¹) = 4.47
- energy above the lowest of the compared OMol25 structures with the same formula, charge and spin (kcal/mol) = 51.9
- E_tot (Eh) = -459.4624

Element x y z (Å)
1 C 1.189 -0.630 -1.911
2 C 0.409 -1.885 -1.442
3 C -1.049 -1.679 -0.935
4 N -1.416 -3.035 -0.446
5 N 1.492 0.351 -0.835
6 H 0.547 -0.350 -2.860
7 H 2.147 -1.015 -2.328
8 H 0.868 -2.390 -0.678
9 H 0.389 -2.689 -2.219
10 H -1.155 -0.997 -0.085
11 H -1.778 -1.292 -1.760
12 H -1.420 -3.680 -1.165
13 H -2.345 -3.063 0.127
14 H 2.221 0.990 -1.227
15 H 0.796 0.861 -0.430
16 H 1.754 -0.223 -0.040
17 H -0.536 2.672 0.870
18 H -0.855 2.996 -0.539
19 O -0.728 2.282 0.030
20 H -1.583 2.185 2.981
21 H -0.971 3.513 3.225
22 O -0.734 2.723 2.802
23 H 1.747 0.651 2.252
24 H 0.282 1.044 2.191
25 O 0.969 0.587 1.716